This record from OMol25 describes a 2-piece molecular cluster, C2H5BO2 overall at a distorted geometry. The level of theory is ωB97M-V/def2-TZVPD.

Properties
DFT total energy: -6926.079 eV

Each line ends with the Mulliken charge.
Cartesian coordinates (Å):
B 0.443 0.646 -0.657  0.486
C -0.938 -1.273 1.292  -0.560
C 0.144 -0.535 1.161  -0.504
O -0.457 0.339 -1.586  -0.418
O 1.502 1.476 -0.777  -0.459
H -1.147 -1.813 2.198  0.277
H -1.616 -1.029 0.562  0.249
H 0.896 -0.540 1.877  0.355
H -0.369 0.716 -2.429  0.276
H 1.541 2.013 -1.641  0.300



This record from OMol25 describes a 8-piece molecular cluster, C29H40Br14F3N3O3S overall at a distorted geometry. The level of theory is ωB97M-V/def2-TZVPD.

Properties
SMILES: C#Cc1c(N(C(C)=O)C(C)=O)cc2nsnc2c1C[C@H](O)C(F)(F)F.BrCCBr.BrCCBr.BrCCBr.BrCCBr.BrCCBr.BrCCBr.BrCCBr
DFT total energy: -1040906.235 eV

Each line ends with the Mulliken charge.
Cartesian coordinates (Å):
C 0.259 -3.241 2.301  -0.638
C 0.233 -2.030 1.760  -0.305
C 0.327 -0.605 1.027  0.251
C 1.668 -0.081 0.295  0.538
N 2.886 -0.922 0.267  0.334
C 2.671 -2.221 -0.440  0.433
C 3.602 -3.466 0.063  -0.757
O 1.793 -2.391 -1.365  -0.581
C 4.032 -0.262 -0.428  0.351
C 3.997 -0.187 -2.062  -0.627
O 5.054 0.210 0.193  -0.575
C 1.563 1.373 -0.332  -0.833
C 0.223 2.254 -0.242  0.186
N 0.067 3.626 -0.769  -0.475
S -1.577 4.080 -0.441  0.145
N -2.200 2.681 0.390  -0.549
C -1.111 1.718 0.441  0.356
C -1.005 0.268 1.067  0.379
C -2.335 -0.308 1.814  -0.427
C -3.349 -0.997 0.768  -0.165
O -4.645 -0.344 0.681  -0.545
C -3.573 -2.586 0.975  0.805
F -4.983 -2.845 0.682  -0.293
F -2.842 -3.320 -0.031  -0.261
F -3.365 -3.063 2.311  -0.222
H -0.102 -4.178 2.882  0.357
H 3.669 -3.355 1.224  0.321
H 3.087 -4.476 -0.135  -0.090
H 4.683 -3.404 -0.321  0.323
H 2.880 -0.281 -2.380  0.278
H 4.559 -1.093 -2.532  0.175
H 4.357 0.827 -2.468  0.326
H 2.453 1.872 -0.854  0.298
H -2.071 -0.945 2.732  0.642
H -2.888 0.643 2.229  -0.083
H -2.862 -0.875 -0.287  0.393
H -4.994 -0.407 -0.246  0.345
Br 3.778 -3.416 -4.224  -0.112
C 1.849 -3.489 -4.501  -0.292
C 1.403 -4.879 -4.882  -0.371
Br 1.820 -5.269 -6.747  -0.169
H 1.607 -2.736 -5.252  0.456
H 1.415 -3.193 -3.544  0.035
H 0.317 -4.966 -4.810  0.401
H 1.866 -5.662 -4.281  0.065
Br -7.898 -0.866 4.321  -0.140
C -6.305 -1.986 4.227  -0.228
C -5.347 -1.668 5.349  -0.635
Br -4.371 -0.017 4.997  -0.071
H -5.874 -1.843 3.235  -0.054
H -6.673 -3.010 4.314  0.383
H -4.579 -2.440 5.428  0.338
H -5.837 -1.549 6.316  0.402
Br -0.126 4.195 6.723  -0.144
C -2.054 4.093 6.453  -0.630
C -2.480 2.697 6.070  -0.709
Br -2.064 2.317 4.204  -0.015
H -2.311 4.844 5.704  0.358
H -2.490 4.379 7.412  0.373
H -3.564 2.592 6.146  0.374
H -2.002 1.920 6.668  0.439
Br 5.396 -6.573 0.852  -0.134
C 4.100 -7.870 0.189  -0.655
C 3.877 -7.707 -1.295  -0.558
Br 2.739 -6.171 -1.674  -0.026
H 3.192 -7.743 0.780  0.349
H 4.537 -8.846 0.407  0.409
H 3.338 -8.567 -1.698  0.361
H 4.800 -7.566 -1.859  0.346
Br -0.867 6.916 -1.755  -0.117
C -2.329 6.354 -2.917  -0.658
C -2.555 7.347 -4.031  -0.608
Br -3.496 8.928 -3.387  -0.099
H -3.203 6.210 -2.281  0.450
H -2.015 5.388 -3.320  0.408
H -3.206 6.921 -4.797  0.360
H -1.631 7.693 -4.496  0.382
Br 7.529 -5.276 -1.776  -0.102
C 8.708 -5.631 -0.265  -0.650
C 10.116 -5.166 -0.549  -0.585
Br 11.043 -6.404 -1.736  -0.147
H 8.640 -6.699 -0.052  0.405
H 8.279 -5.071 0.568  0.336
H 10.708 -5.155 0.368  0.366
H 10.159 -4.182 -1.017  0.364
Br -4.464 12.090 -1.179  -0.107
C -5.928 11.529 -2.338  -0.345
C -6.155 12.521 -3.452  -0.577
Br -7.093 14.104 -2.809  -0.144
H -6.802 11.386 -1.701  0.395
H -5.617 10.563 -2.741  0.003
H -6.807 12.096 -4.218  0.352
H -5.231 12.866 -3.919  0.360



This record from OMol25 describes a single C14H23BrN2 molecule. The level of theory is ωB97M-V/def2-TZVPD.

Properties
SMILES: CCN(CC)CCN(C)Cc1ccc(Br)cc1
DFT total energy: -87913.401 eV

Each line ends with the Mulliken charge.
Cartesian coordinates (Å):
C 1.736 -0.772 -1.515  -1.418
H 1.692 0.153 -0.947  0.281
H 2.374 -1.480 -0.990  0.375
H 2.198 -0.564 -2.478  0.390
C 0.330 -1.318 -1.739  -0.644
N -0.561 -1.174 -0.592  0.979
C -0.040 -1.821 0.603  -0.836
H 1.037 -1.679 0.632  0.482
C -0.620 -1.291 1.934  -0.992
N 0.038 -0.181 2.584  0.352
C 1.458 -0.325 2.787  -1.078
H 1.657 -1.333 3.151  0.345
H 2.066 -0.153 1.887  0.292
H 1.774 0.386 3.552  0.348
C -0.401 1.163 2.269  -1.991
C 0.055 1.734 0.947  0.986
C -0.783 1.699 -0.160  -0.057
C -0.374 2.204 -1.380  -0.627
C 0.896 2.742 -1.492  -0.018
C 1.747 2.803 -0.403  -0.677
C 1.317 2.303 0.814  -0.344
H 1.973 2.369 1.670  0.407
H 2.730 3.238 -0.503  0.432
Br 1.482 3.418 -3.179  -0.201
H -1.030 2.182 -2.237  0.473
H -1.772 1.283 -0.059  0.378
H -0.037 1.808 3.078  0.544
H -1.494 1.164 2.302  0.448
H -1.667 -1.017 1.805  0.295
H -0.582 -2.124 2.648  0.304
H -0.225 -2.911 0.562  0.304
C -1.884 -1.703 -0.906  -0.777
C -2.621 -0.952 -2.010  -1.231
H -3.661 -1.268 -2.021  0.442
H -2.585 0.118 -1.833  0.143
H -2.198 -1.158 -2.989  0.328
H -2.482 -1.643 0.006  0.355
H -1.817 -2.773 -1.185  0.411
H -0.122 -0.751 -2.554  0.439
H 0.396 -2.375 -2.058  0.363



This record from OMol25 describes C33H36BCl3F5N6OS4Tc as an isolated structure. The level of theory is ωB97M-V/def2-TZVPD.

Properties
net charge: +1
spin multiplicity: 2
DFT total energy: -143163.897 eV

Each line ends with the Mulliken spin population.
Cartesian coordinates (Å):
Tc -0.422 0.718 -0.290  0.965
C 2.967 2.134 2.347  0.008
C 3.887 0.917 2.378  0.002
C 4.873 0.911 1.214  0.003
C 4.671 0.921 3.687  -0.001
N 3.047 -0.333 2.323  0.010
C 2.991 -1.278 3.333  0.002
C 2.137 -2.239 2.932  0.001
N 1.663 -1.894 1.686  0.000
B 0.669 -2.835 0.949  0.003
N 0.951 -2.882 -0.578  0.001
C 2.010 -3.635 -1.035  -0.001
C 2.103 -3.449 -2.363  0.000
N 1.093 -2.579 -2.736  -0.002
C 0.414 -2.228 -1.623  0.005
S -1.003 -1.227 -1.526  -0.029
C 1.017 -2.140 -4.185  0.002
C -0.198 -1.287 -4.521  0.000
C 2.283 -1.333 -4.465  0.001
C 0.965 -3.413 -5.030  0.000
N -0.816 -2.533 1.307  -0.004
C -1.750 -3.549 1.301  0.001
C -2.873 -3.087 1.884  -0.001
N -2.634 -1.775 2.260  0.000
C -1.382 -1.459 1.880  -0.002
S -0.636 0.109 2.025  -0.032
C -3.568 -0.936 3.098  -0.002
C -2.942 -0.793 4.482  0.000
C -3.816 0.431 2.451  0.001
C -4.897 -1.676 3.212  0.000
C 2.216 -0.725 1.336  0.005
S 1.917 0.128 -0.166  0.048
H 3.552 3.026 2.574  0.000
H 2.177 2.043 3.094  0.000
H 2.514 2.260 1.367  -0.012
H 5.538 1.769 1.314  0.000
H 4.373 0.979 0.251  0.002
H 5.483 0.006 1.232  0.000
H 5.288 1.818 3.698  0.000
H 5.337 0.061 3.771  0.000
H 4.018 0.962 4.560  0.000
H 3.563 -1.202 4.235  0.000
H 1.827 -3.144 3.423  0.000
H 0.906 -3.938 1.372  0.000
H 2.596 -4.246 -0.373  0.000
H 2.784 -3.879 -3.072  0.000
H -0.203 -0.342 -3.988  0.000
H -1.137 -1.804 -4.334  0.000
H -0.134 -1.072 -5.588  0.000
H 2.307 -0.438 -3.841  0.000
H 2.285 -1.025 -5.510  0.000
H 3.190 -1.909 -4.283  0.000
H 0.114 -4.031 -4.744  0.000
H 1.872 -4.011 -4.949  0.000
H 0.849 -3.136 -6.077  0.000
H -1.533 -4.515 0.884  0.000
H -3.808 -3.582 2.059  0.000
H -1.968 -0.307 4.427  0.000
H -2.824 -1.768 4.959  0.000
H -3.589 -0.179 5.108  0.000
H -3.046 1.155 2.705  0.000
H -4.773 0.812 2.808  0.000
H -3.864 0.348 1.369  -0.002
H -4.796 -2.641 3.708  0.000
H -5.364 -1.814 2.236  0.000
H -5.564 -1.066 3.820  0.000
F 2.623 6.701 0.050  -0.001
C 2.109 5.586 -0.453  -0.007
C 1.346 4.751 0.347  -0.001
F 1.129 5.050 1.624  0.000
C 0.834 3.599 -0.206  -0.007
F 0.090 2.791 0.614  0.001
C 1.044 3.214 -1.518  0.004
S 0.405 1.721 -2.204  -0.083
C 1.815 4.074 -2.292  0.002
F 2.065 3.777 -3.566  0.000
C 2.341 5.246 -1.776  0.003
F 3.076 6.044 -2.539  0.000
Cl -6.646 3.093 -3.831  0.001
C -5.354 2.545 -2.818  0.006
C -5.336 1.233 -2.385  -0.003
C -4.294 0.803 -1.583  0.017
Cl -4.309 -0.839 -1.015  0.000
C -3.252 1.653 -1.205  -0.024
O -2.247 1.234 -0.426  0.117
C -3.332 2.982 -1.632  0.006
Cl -2.141 4.130 -1.111  -0.001
C -4.360 3.430 -2.438  -0.003
H -6.123 0.547 -2.663  0.000
H -4.389 4.462 -2.756  0.000



This record from OMol25 describes a single CH4P2 molecule at a distorted geometry. The level of theory is ωB97M-V/def2-TZVPD.

Properties
SMILES: [H]/P=C/P
DFT total energy: -19677.145 eV

Each line ends with the Mulliken charge.
Cartesian coordinates (Å):
C -0.260 -0.151 -0.361  -0.260
P -1.735 0.631 -0.022  -0.108
P 1.336 0.754 -0.095  -0.050
H -0.201 -1.016 -1.057  0.287
H -2.835 -0.206 -0.556  0.025
H 0.925 1.341 1.142  0.056
H 2.107 -0.364 0.226  0.049



This record from OMol25 describes C3H2Br2O as an isolated structure at a distorted geometry. The level of theory is ωB97M-V/def2-TZVPD.

Properties
DFT total energy: -145271.948 eV

Each line ends with the Mulliken charge.
Cartesian coordinates (Å):
C 0.518 1.551 -1.144  0.040
C -0.028 0.801 -0.323  -0.314
C -0.440 -0.175 0.599  0.144
O 0.842 -1.296 0.397  -0.465
Br -0.290 0.173 2.503  -0.045
Br -1.897 -1.237 0.086  -0.040
H 0.881 2.156 -2.011  0.388
H 0.414 -1.973 -0.107  0.291



This record from OMol25 describes a single C7H10O molecule at a distorted geometry. The level of theory is ωB97M-V/def2-TZVPD.

Properties
SMILES: C1O[C@@H]2CC[C@H]3[C@@H]1[C@H]32
DFT total energy: -9462.970 eV

Each line ends with the Mulliken charge.
Cartesian coordinates (Å):
C -0.751 1.588 -0.684  -0.792
C -0.613 0.267 -1.640  -0.732
C -0.397 -1.000 -0.801  -0.477
C 0.532 -1.290 0.694  -0.486
C 1.379 -0.405 1.622  -0.613
C 0.073 0.828 0.497  0.157
C -0.675 -0.538 0.522  -0.160
H -1.825 1.824 -0.505  0.301
H -0.329 2.530 -1.045  0.329
H 0.240 0.381 -2.341  0.273
H -1.457 0.080 -2.297  0.433
H -0.726 -1.944 -1.174  0.461
H 0.623 -2.338 0.730  0.499
H 1.535 -0.725 2.658  0.350
H 2.392 -0.314 1.189  0.271
H 1.035 0.770 -0.131  0.194
H -1.688 -0.530 0.949  0.505
O 0.651 0.818 1.756  -0.513



This record from OMol25 describes C49H55AsN7NaO2SSi2 as an isolated structure. The level of theory is ωB97M-V/def2-TZVPD.

Properties
net charge: -2
DFT total energy: -158083.943 eV

Each line ends with the Mulliken charge.
Cartesian coordinates (Å):
Na -0.654 1.165 -0.693  1.187
C -0.102 4.821 2.307  -1.194
Si 0.159 2.948 2.130  -0.218
C 1.696 2.775 1.032  -0.624
C 0.723 2.390 3.863  -0.752
N -1.078 2.084 1.428  0.642
C -2.398 1.998 1.782  0.026
C -2.928 2.596 2.936  -0.157
C -4.280 2.532 3.306  -1.068
C -5.155 1.833 2.499  -0.891
C -4.664 1.196 1.352  -0.183
C -3.316 1.216 0.951  0.086
N -2.835 0.541 -0.133  0.553
Si -3.691 -0.290 -1.302  -0.035
C -4.671 -1.817 -0.719  -0.838
C -2.507 -0.978 -2.603  -0.644
C -4.926 0.770 -2.283  -1.159
H 0.814 5.316 2.649  0.286
H -0.901 5.051 3.018  0.293
H -0.388 5.251 1.342  0.272
H 2.477 3.488 1.320  0.407
H 1.448 2.950 -0.020  0.235
H 2.122 1.770 1.107  -0.271
H 1.683 2.848 4.131  0.291
H 0.849 1.304 3.904  0.008
H -0.011 2.663 4.629  0.477
H -2.244 3.151 3.575  0.107
H -4.621 3.030 4.209  0.296
H -6.210 1.761 2.747  0.271
H -5.364 0.628 0.745  0.091
H -3.999 -2.483 -0.164  -0.041
H -5.071 -2.372 -1.577  0.426
H -5.501 -1.560 -0.055  0.323
H -1.928 -1.823 -2.220  -0.078
H -1.798 -0.212 -2.937  0.037
H -3.067 -1.313 -3.484  0.350
H -5.648 1.261 -1.625  0.318
H -5.476 0.179 -3.024  0.320
H -4.373 1.555 -2.810  0.245
C 3.400 0.463 -3.686  -0.951
C 2.039 0.980 -3.216  0.805
O 1.555 0.422 -2.227  0.509
C 1.402 2.044 -3.961  0.215
C 1.969 2.469 -5.186  -0.702
C 1.395 3.423 -5.981  -0.792
C 0.180 4.010 -5.548  -0.304
C -0.404 3.651 -4.373  -0.834
C 0.171 2.653 -3.489  0.055
O -0.378 2.384 -2.402  -0.742
H 3.779 -0.213 -2.921  -0.550
H 4.118 1.268 -3.847  0.461
H 3.304 -0.084 -4.628  0.437
H 2.892 2.010 -5.522  0.254
H 1.850 3.716 -6.918  0.353
H -0.296 4.766 -6.167  0.354
H -1.331 4.101 -4.039  0.416
N 1.712 -2.534 -2.428  -0.084
C 1.247 -3.347 -1.459  -0.631
S 0.196 -2.790 -0.309  0.466
N 1.732 -4.637 -1.570  -0.033
C 1.594 -5.711 -0.677  0.444
C 0.439 -5.948 0.065  -0.164
C 0.377 -7.055 0.898  -0.735
C 1.432 -7.952 0.989  -0.479
C 2.571 -7.730 0.227  -0.684
C 2.652 -6.616 -0.593  -0.450
H 1.543 -1.533 -2.323  -0.088
H 2.501 -2.809 -2.991  0.281
H 2.540 -4.727 -2.167  0.246
H -0.388 -5.258 -0.006  0.608
H -0.520 -7.215 1.484  0.397
H 1.368 -8.810 1.646  0.397
H 3.408 -8.416 0.278  0.342
H 3.552 -6.430 -1.170  0.222
C 5.309 1.119 4.865  -0.494
C 5.224 1.412 3.510  -0.827
C 4.291 0.763 2.713  -0.183
C 3.436 -0.194 3.253  0.772
C 3.521 -0.473 4.613  -0.086
C 4.453 0.177 5.414  -0.598
As 2.031 -0.992 2.110  0.780
C 3.341 -1.807 0.899  -0.125
C 3.983 -1.191 -0.164  -0.264
C 4.953 -1.889 -0.876  -0.854
C 5.265 -3.200 -0.534  -1.231
C 4.600 -3.827 0.513  -0.032
C 3.629 -3.135 1.228  0.038
C 2.836 -3.672 2.353  -0.444
C 2.846 -4.994 2.784  -0.057
C 2.033 -5.377 3.840  -0.931
C 1.206 -4.449 4.464  -0.793
C 1.177 -3.133 4.023  -0.032
C 1.996 -2.743 2.973  -0.155
H 6.033 1.630 5.489  0.346
H 5.878 2.156 3.071  0.391
H 4.229 1.019 1.662  0.143
H 2.860 -1.206 5.060  0.289
H 4.503 -0.053 6.472  0.387
H 3.712 -0.183 -0.457  0.571
H 5.465 -1.408 -1.702  0.465
H 6.033 -3.734 -1.082  0.379
H 4.843 -4.850 0.771  0.488
H 3.461 -5.730 2.281  0.356
H 2.028 -6.411 4.166  0.385
H 0.557 -4.758 5.274  0.393
H 0.490 -2.427 4.472  0.475
N -3.984 -4.537 2.484  -0.637
C -3.247 -3.341 2.564  0.090
C -1.928 -3.273 2.124  -0.113
N -1.236 -2.146 2.188  0.799
C -1.850 -1.080 2.692  -0.286
C -3.160 -1.160 3.154  -0.461
N -3.857 -2.294 3.101  -0.654
H -3.736 -5.085 1.672  0.254
H -4.973 -4.327 2.476  0.316
H -1.431 -4.141 1.695  -0.019
H -1.317 -0.135 2.677  0.257
H -3.653 -0.279 3.548  0.474